9
Properties=species:S:1:pos:R:3 method="wB97M-V/def2-TZVPD" smiles=F[C@@H]1C[C@H]1Cl e_lumo_ev=1.1349 charge=0 relative_energy_kj_mol=199.6
F -0.936 0.550 -1.840
C -0.714 -0.284 -0.761
C -0.046 0.262 0.428
C 1.094 -0.433 -0.219
Cl 1.430 -2.015 0.455
H -1.416 -1.156 -1.025
H -0.155 1.304 0.320
H -0.415 -0.161 1.447
H 1.928 -0.001 -0.789

---

75
Properties=species:S:1:pos:R:3 method="wB97M-V/def2-TZVPD" e_lumo_ev="2.4705 / 2.4684" multiplicity=4 charge=-1 s_squared=3.763
V -0.527 -1.228 -0.873
C -0.516 3.627 0.440
C -0.519 2.384 1.306
C -1.741 1.788 1.649
C -3.015 2.514 1.273
C -1.759 0.583 2.358
C -3.068 -0.083 2.740
C -0.545 -0.032 2.713
C -0.570 -1.350 3.459
C 0.671 0.582 2.398
C 1.993 -0.059 2.764
C 0.677 1.825 1.752
C 1.978 2.585 1.598
H -0.709 4.541 1.015
H -1.284 3.556 -0.333
H 0.438 3.751 -0.073
H -3.269 2.376 0.216
H -2.905 3.588 1.440
H -3.865 2.181 1.863
H -3.333 0.134 3.782
H -3.014 -1.165 2.633
H -3.895 0.242 2.111
H -0.612 -2.189 2.753
H -1.437 -1.423 4.114
H 0.314 -1.480 4.079
H 2.414 0.383 3.675
H 2.711 0.063 1.955
H 1.893 -1.130 2.920
H 2.535 2.291 0.707
H 2.630 2.401 2.452
H 1.804 3.659 1.545
O -1.528 0.732 -4.386
C -1.191 0.454 -3.072
O -0.492 -0.621 -2.890
C -2.413 0.526 -2.182
C -3.570 1.253 -2.349
C -4.642 0.979 -1.503
C -4.536 -0.052 -0.575
C -3.331 -0.707 -0.456
N -2.269 -0.362 -1.198
C -3.020 -1.937 0.376
O -3.888 -2.497 1.024
O -1.780 -2.279 0.236
H -0.834 0.299 -4.899
H -3.637 1.981 -3.147
H -5.569 1.532 -1.602
H -5.365 -0.366 0.045
C 4.939 0.837 -2.042
N 3.539 1.242 -2.082
C 3.108 2.232 -2.885
C 1.799 2.511 -2.992
C 0.894 1.626 -2.320
O -0.362 1.778 -2.659
N 1.273 0.712 -1.450
C 2.634 0.550 -1.220
O 3.131 -0.141 -0.359
H 5.533 1.578 -2.574
H 5.066 -0.139 -2.511
H 5.269 0.755 -1.013
H 3.869 2.778 -3.429
H 1.418 3.298 -3.623
F -0.214 -4.290 1.389
C 0.368 -4.529 0.218
F 0.947 -5.751 0.308
F -0.576 -4.641 -0.721
C 1.405 -3.363 -0.137
O 0.907 -2.114 0.050
C 2.654 -3.566 0.795
F 3.315 -4.721 0.597
F 2.262 -3.534 2.082
F 3.534 -2.582 0.624
C 1.863 -3.563 -1.624
F 0.865 -3.256 -2.458
F 2.261 -4.814 -1.908
F 2.885 -2.739 -1.910

---

12
Properties=species:S:1:pos:R:3 method="wB97M-V/def2-TZVPD" e_lumo_ev="0.3768 / 0.3771" charge=0 relative_energy_kj_mol=461.3
C 1.026 -0.769 0.838
N -0.319 -0.697 0.295
C -0.775 0.896 -0.487
N -0.425 -1.217 -1.510
N -0.712 -0.182 -1.940
N 0.121 1.774 -0.455
H -1.005 -1.173 0.881
H -0.197 2.706 -0.213
H -1.848 0.997 -0.309
H 1.029 -0.767 1.931
H 1.574 0.107 0.478
H 1.529 -1.675 0.490

---

18
Properties=species:S:1:pos:R:3 method="wB97M-V/def2-TZVPD" e_lumo_ev=1.2606 charge=0 relative_energy_kj_mol=379.2
C -2.349 -0.004 0.077
C -1.293 -0.956 0.651
C 0.177 -0.452 0.629
C 0.619 0.324 -0.568
C 2.053 -0.013 -1.055
C 1.765 1.211 -0.236
H -2.300 0.074 -1.017
H -2.220 1.000 0.493
H -3.362 -0.344 0.326
H -1.509 -1.146 1.703
H -1.416 -1.943 0.155
H 0.842 -1.273 0.882
H 0.806 0.408 1.688
H -0.161 0.724 -1.217
H 2.433 -0.894 -0.554
H 2.369 0.040 -2.108
H 1.819 2.113 -0.872
H 1.727 1.132 1.024

---

122
Properties=species:S:1:pos:R:3 method="wB97M-V/def2-TZVPD" e_lumo_ev=-4.1395 charge=+1
Sn 0.701 0.797 0.377
C 3.952 -6.191 -1.892
C 2.584 -5.517 -1.995
C 1.534 -6.467 -1.407
C 2.274 -5.276 -3.479
C 2.538 -4.172 -1.271
C 1.376 -3.485 -1.171
C 1.356 -2.174 -0.590
N 0.303 -1.386 -0.460
C -0.952 -1.510 -0.905
C -1.400 -2.269 -2.030
C -2.720 -2.296 -2.340
C -3.615 -1.609 -1.455
C -3.252 -0.822 -0.401
C -1.852 -0.667 -0.173
O -1.371 0.163 0.680
C -4.343 -0.141 0.425
C -5.306 -1.213 0.961
C -5.116 0.826 -0.484
C -3.844 0.654 1.631
C -3.288 -2.984 -3.573
C -2.202 -3.699 -4.374
C -4.344 -4.015 -3.154
C -3.934 -1.920 -4.472
C 2.542 -1.642 0.048
O 2.479 -0.540 0.666
C 3.760 -2.393 -0.027
C 3.720 -3.573 -0.701
C 5.019 -1.881 0.663
C 4.779 -1.836 2.178
C 6.213 -2.802 0.404
C 5.396 -0.483 0.153
H 3.912 -7.156 -2.395
H 4.734 -5.605 -2.376
H 4.239 -6.373 -0.855
H 1.602 -7.441 -1.891
H 1.692 -6.607 -0.337
H 0.519 -6.096 -1.554
H 2.330 -6.213 -4.032
H 1.274 -4.861 -3.610
H 2.989 -4.579 -3.916
H 0.450 -3.926 -1.493
H -0.669 -2.740 -2.661
H -4.672 -1.709 -1.661
H -5.729 -1.829 0.169
H -4.793 -1.874 1.662
H -6.133 -0.734 1.487
H -5.582 0.313 -1.324
H -5.903 1.323 0.086
H -4.445 1.592 -0.880
H -3.214 0.053 2.288
H -3.278 1.534 1.329
H -4.714 0.984 2.200
H -1.733 -4.497 -3.794
H -2.647 -4.153 -5.260
H -1.427 -3.009 -4.713
H -3.925 -4.735 -2.449
H -5.213 -3.550 -2.688
H -4.694 -4.563 -4.029
H -3.196 -1.177 -4.775
H -4.342 -2.384 -5.371
H -4.746 -1.401 -3.963
H 4.635 -4.134 -0.781
H 4.525 -2.827 2.559
H 5.684 -1.501 2.685
H 3.974 -1.145 2.428
H 6.051 -3.809 0.789
H 6.448 -2.867 -0.659
H 7.087 -2.394 0.909
H 4.666 0.271 0.449
H 6.367 -0.200 0.559
H 5.468 -0.476 -0.935
S 2.539 1.180 -1.467
C 1.838 2.551 -2.233
C 2.688 3.570 -2.741
C 2.186 4.630 -3.445
C 0.809 4.749 -3.634
C -0.041 3.825 -3.093
C 0.448 2.704 -2.378
S -0.646 1.612 -1.648
H 3.753 3.453 -2.592
H 2.851 5.378 -3.855
H 0.417 5.581 -4.202
H -1.112 3.919 -3.221
O 0.407 -0.765 2.310
H -0.288 -0.415 2.873
H 1.171 -0.945 2.864
O 0.543 2.068 1.977
As -0.274 3.381 2.702
C 0.944 4.833 2.591
C 0.609 5.987 1.892
C 1.580 6.952 1.666
C 2.870 6.761 2.132
C 3.202 5.608 2.832
C 2.242 4.639 3.062
C -1.819 3.851 1.690
C -3.106 4.002 2.203
C -4.157 4.289 1.350
C -3.928 4.434 -0.011
C -2.647 4.303 -0.520
C -1.589 4.010 0.324
C -0.539 2.766 4.493
C -1.698 2.913 5.248
C -1.783 2.320 6.500
C -0.717 1.593 7.003
C 0.442 1.449 6.255
C 0.533 2.026 4.999
H -0.400 6.139 1.530
H 1.327 7.849 1.118
H 3.624 7.514 1.949
H 4.211 5.461 3.189
H 2.507 3.735 3.594
H -3.308 3.887 3.250
H -5.156 4.400 1.748
H -4.752 4.653 -0.676
H -2.462 4.435 -1.578
H -0.590 3.904 -0.084
H -2.528 3.493 4.895
H -2.688 2.428 7.080
H -0.787 1.141 7.982
H 1.274 0.880 6.647
H 1.425 1.884 4.403

---

45
Properties=species:S:1:pos:R:3 method="wB97M-V/def2-TZVPD" smiles="CCc1ccc(NC(=O)CSc2nnc(CNC(=O)c3ccco3)o2)cc1" e_lumo_ev=0.2518 charge=0 relative_energy_kj_mol=97.3
C 3.536 -4.110 3.308
C 2.174 -4.303 2.638
C 1.501 -2.977 2.432
C 1.713 -2.244 1.272
C 1.139 -1.000 1.091
C 0.331 -0.464 2.086
N -0.285 0.795 1.981
C -0.342 1.625 0.923
O 0.180 1.439 -0.159
C -1.172 2.880 1.189
S -2.825 2.453 1.864
C -3.196 1.210 0.714
N -3.892 0.133 0.875
N -3.788 -0.562 -0.277
C -3.038 0.121 -1.079
C -2.528 -0.230 -2.427
N -1.390 0.584 -2.774
C -1.441 1.390 -3.873
O -2.361 1.352 -4.665
C -0.275 2.278 -4.023
C 0.759 2.602 -3.176
C 1.559 3.530 -3.875
C 0.957 3.700 -5.088
O -0.143 2.956 -5.182
O -2.636 1.283 -0.513
C 0.110 -1.189 3.254
C 0.692 -2.430 3.420
H 3.418 -3.625 4.274
H 4.178 -3.487 2.689
H 4.025 -5.070 3.458
H 1.551 -4.941 3.268
H 2.313 -4.802 1.677
H 2.338 -2.652 0.491
H 1.318 -0.447 0.184
H -0.815 1.066 2.801
H -1.290 3.443 0.263
H -0.700 3.509 1.944
H -3.293 -0.042 -3.194
H -2.286 -1.299 -2.439
H -0.678 0.732 -2.073
H 0.923 2.246 -2.180
H 2.453 4.002 -3.525
H 1.217 4.306 -5.934
H -0.523 -0.779 4.028
H 0.511 -2.983 4.330

---

18
Properties=species:S:1:pos:R:3 method="wB97M-V/def2-TZVPD" e_lumo_ev=3.8776 charge=-1 relative_energy_kj_mol=224.7
C 1.495 0.176 0.070
C -0.939 -1.771 0.498
C -0.784 1.940 -0.466
C -1.217 -0.581 -0.349
C -0.579 0.606 0.300
N 1.885 -0.833 -0.624
N 2.374 0.951 0.623
N 3.216 -0.735 -0.504
N 3.507 0.279 0.296
H 0.132 -2.225 0.398
H -1.145 -1.643 1.608
H -1.505 -2.669 0.428
H -1.778 2.127 -0.609
H -0.218 2.671 0.129
H -0.438 2.169 -1.429
H -0.777 -0.725 -1.276
H -2.408 -0.580 -0.416
H -0.821 0.841 1.323

---

88
Properties=species:S:1:pos:R:3 method="wB97M-V/def2-TZVPD" e_lumo_ev=0.1111 charge=0 relative_energy_kj_mol=101.9
Y 0.083 0.707 -0.221
C -2.580 1.612 -2.632
C -1.285 1.427 -3.382
N -0.513 0.323 -2.802
C -1.022 -0.996 -3.181
C -1.762 -1.702 -2.062
C -2.259 -2.981 -2.255
C -2.941 -3.592 -1.214
C -3.144 -2.890 -0.039
C -2.636 -1.600 0.063
C -2.922 -0.761 1.292
N -2.267 0.535 1.253
C -3.136 1.690 1.053
C -3.492 1.852 -0.408
N -2.291 1.968 -1.244
N -1.921 -1.041 -0.914
H -3.145 0.678 -2.629
H -3.205 2.358 -3.136
H -0.693 2.336 -3.301
H -1.488 1.259 -4.446
H 0.451 0.417 -3.105
H -0.198 -1.633 -3.504
H -1.692 -0.917 -4.045
H -2.105 -3.488 -3.200
H -3.320 -4.600 -1.323
H -3.692 -3.324 0.788
H -2.609 -1.317 2.179
H -4.011 -0.653 1.374
H -1.732 0.697 2.094
H -2.580 2.564 1.384
H -4.054 1.628 1.651
H -4.171 2.700 -0.536
H -4.034 0.964 -0.748
H -1.954 2.927 -1.221
C -0.287 3.547 3.369
C 0.312 3.363 1.960
O -0.112 2.207 1.378
C 1.881 3.409 2.070
F 2.299 3.861 3.268
F 2.392 2.179 1.926
F 2.455 4.195 1.150
C -0.184 4.577 1.129
F 0.301 5.743 1.582
F 0.100 4.495 -0.177
F -1.534 4.660 1.208
H 0.160 2.835 4.060
H -1.357 3.362 3.308
H -0.115 4.545 3.768
N 0.126 -4.276 3.152
C 0.088 -2.914 3.254
C 0.147 -2.117 2.088
N 0.136 -0.802 2.140
C 0.040 -0.246 3.364
C -0.061 -1.028 4.491
N -0.037 -2.364 4.453
H 0.575 -4.656 2.333
H 0.308 -4.767 4.012
H 0.199 -2.589 1.117
H 0.056 0.833 3.405
H -0.155 -0.569 5.468
C 1.416 -1.323 -0.923
C 2.037 -2.470 -0.299
C 1.555 -3.780 -0.526
C 2.050 -4.873 0.154
C 3.063 -4.714 1.104
C 3.588 -3.433 1.320
C 3.094 -2.348 0.628
C 3.544 -5.839 1.842
N 3.929 -6.739 2.450
H 2.156 -0.600 -1.275
H 0.820 -1.665 -1.772
H 0.761 -3.924 -1.253
H 1.659 -5.864 -0.045
H 4.383 -3.300 2.042
H 3.504 -1.363 0.827
C 1.896 3.094 -3.492
C 2.696 2.272 -2.485
C 3.272 1.034 -3.169
C 1.906 1.940 -1.208
H 2.554 3.563 -4.230
H 1.323 3.884 -2.998
H 1.201 2.464 -4.054
H 3.564 2.889 -2.214
H 2.482 0.358 -3.522
H 3.898 0.457 -2.483
H 3.880 1.301 -4.038
H 1.731 2.908 -0.717
H 2.625 1.443 -0.522

---

15
Properties=species:S:1:pos:R:3 method="wB97M-V/def2-TZVPD" smiles=COn1cncc1N e_lumo_ev=0.8171 charge=0 relative_energy_kj_mol=289.4
C 2.059 -0.486 0.327
O 1.053 -0.772 -0.608
N -0.211 -0.582 -0.155
C -1.204 -1.524 -0.133
N -2.365 -0.878 0.036
C -2.104 0.469 0.075
C -0.803 0.677 -0.120
N 0.088 1.728 -0.110
H 1.965 0.500 0.816
H 2.058 -1.317 1.118
H 2.986 -0.532 -0.214
H -1.116 -2.659 -0.177
H -2.928 1.191 0.186
H -0.311 2.650 -0.273
H 0.834 1.534 -0.768

---

9
Properties=species:S:1:pos:R:3 method="wB97M-V/def2-TZVPD" e_lumo_ev=3.6951 charge=-1 relative_energy_kj_mol=54.8
N 0.268 -0.507 -1.312
C 1.071 0.341 -0.471
O 1.747 1.204 -1.047
O 0.960 0.104 0.765
H 0.566 -0.463 -2.273
H 0.199 -1.447 -0.957
S -2.060 0.337 1.377
H -2.054 0.244 2.716
H -0.697 0.187 1.204

---

15
Properties=species:S:1:pos:R:3 method="wB97M-V/def2-TZVPD" smiles=C[C@H]1CN[C@H]1C#N e_lumo_ev=0.9692 charge=0 relative_energy_kj_mol=222.8
C 1.630 -0.389 -0.625
C 0.638 0.225 0.363
C -0.288 1.256 -0.266
N -1.324 0.949 0.711
C -0.822 -0.399 0.956
C -1.206 -1.499 0.096
N -1.334 -2.360 -0.666
H 1.053 -0.950 -1.370
H 2.186 0.378 -1.204
H 2.387 -1.038 -0.175
H 0.874 0.287 1.406
H -0.536 0.881 -1.279
H -0.012 2.311 -0.359
H -2.276 1.020 0.386
H -0.970 -0.672 2.027

---

Here are the calculated largest force on an atom numbers, same order: 3.02 2.11 2.22 4.11 2.36 1.66 7.31 1.21 2.67 0.42 2.43 (eV Å⁻¹).